133
Properties=species:S:1:pos:R:3:forces:R:3 method="wB97M-V/def2-TZVPD" total_energy_ev=-120647.0998 homo_lumo_gap_ev=5.56 total_charge=-2 e_lumo_ev=3.78 homo_ev=-1.8 relative_energy_kj_mol=8.6 fmax_ha_per_bohr=0.012
Rb 1.72033 2.15799 -0.66616 0.03 0.15 0.11
C 0.13832 -5.16367 -1.41888 0.10 0.05 0.01
C 1.04164 -5.45683 -0.21887 -0.07 -0.07 0.06
C 2.30246 -6.13443 -0.76583 0.01 -0.06 0.02
C 0.31765 -6.39157 0.75350 -0.03 0.09 -0.02
N 1.45420 -4.24774 0.53074 0.18 0.07 -0.07
C 2.66399 -4.20104 1.22973 -0.09 0.05 -0.05
C 2.69201 -3.04131 1.90298 -0.05 -0.09 0.02
N 1.51165 -2.37383 1.66559 0.28 0.26 0.03
B 1.21188 -0.93496 2.17119 -0.15 0.07 0.28
N 2.48738 -0.38074 2.88051 -0.13 0.00 0.06
C 2.58057 -0.04368 4.21125 -0.08 -0.05 0.02
C 3.73374 0.62007 4.39927 0.09 -0.01 -0.10
N 4.37140 0.69933 3.16419 0.03 0.12 0.04
C 3.58399 0.07717 2.22957 0.11 -0.04 0.03
S 3.90001 -0.18226 0.58785 0.05 0.01 -0.12
C 5.61545 1.47120 2.89921 0.00 -0.03 -0.02
C 5.30770 2.62947 1.95253 -0.05 0.05 0.00
C 6.13430 2.04517 4.21707 -0.01 -0.02 0.01
C 6.69018 0.54788 2.32588 -0.01 -0.02 -0.01
N 0.06350 -1.02414 3.22174 0.07 0.06 -0.01
C -0.48059 -2.17845 3.73106 0.02 -0.02 0.04
C -1.60728 -1.86357 4.39153 0.02 0.08 -0.03
N -1.77329 -0.48438 4.28116 -0.17 -0.01 0.08
C -0.72036 0.03032 3.56677 -0.01 -0.08 0.03
S -0.38299 1.64724 3.21611 0.06 0.07 -0.06
C -2.95027 0.26984 4.77084 -0.03 0.01 0.02
C -3.93048 -0.69509 5.43813 0.03 0.01 0.00
C -2.50863 1.30374 5.80705 0.02 -0.01 0.00
C -3.66230 0.93341 3.58903 0.07 -0.04 0.00
C 0.73177 -3.11291 0.84009 -0.13 -0.36 0.06
S -0.85515 -2.72061 0.43183 0.01 -0.12 -0.14
H 0.06479 -6.08130 -2.00953 -0.02 0.01 0.01
H 0.56375 -4.38424 -2.04926 -0.02 0.02 0.03
H -0.85030 -4.84448 -1.11484 -0.06 0.06 0.02
H 1.99934 -6.96195 -1.40787 0.01 0.00 -0.01
H 2.93574 -6.54842 0.01969 -0.02 0.00 -0.01
H 2.88779 -5.42991 -1.35887 0.01 0.00 -0.01
H 0.00902 -7.30525 0.24113 -0.01 -0.02 0.00
H -0.56829 -5.88494 1.13935 -0.02 -0.02 0.02
H 0.96848 -6.65617 1.58972 0.00 0.00 0.01
H 3.41559 -4.96134 1.15852 0.00 0.02 -0.03
H 3.47261 -2.61836 2.50719 0.00 0.01 -0.02
H 0.86240 -0.16113 1.33840 0.06 -0.18 -0.38
H 1.79691 -0.27404 4.90982 -0.01 0.01 -0.01
H 4.13688 1.05064 5.29321 0.01 0.02 0.02
H 4.53918 3.27132 2.39008 0.01 0.01 -0.02
H 4.95700 2.29990 0.97954 -0.05 -0.06 -0.03
H 6.20447 3.22822 1.78574 0.04 0.01 0.04
H 5.42988 2.75376 4.65478 -0.01 0.00 0.00
H 7.05910 2.58095 4.00456 0.01 0.01 0.00
H 6.35499 1.26004 4.94393 0.01 0.01 0.00
H 6.36451 0.11569 1.38319 -0.01 0.00 0.01
H 6.91378 -0.25841 3.02980 0.00 0.00 0.01
H 7.59885 1.12708 2.15348 0.03 0.01 0.01
H -0.04163 -3.14081 3.54402 0.01 -0.02 0.00
H -2.30831 -2.50092 4.89058 -0.03 -0.02 0.01
H -3.48331 -1.19688 6.29791 0.00 -0.01 0.02
H -4.29834 -1.44495 4.73724 -0.01 -0.01 -0.02
H -4.78410 -0.11539 5.79125 0.00 0.00 0.00
H -2.03111 0.80438 6.65362 0.00 0.00 0.01
H -3.38190 1.84967 6.17009 -0.02 0.01 0.01
H -1.80317 2.00377 5.36500 0.00 0.00 0.01
H -3.95931 0.17573 2.86113 -0.01 0.00 0.00
H -3.00305 1.64715 3.09993 0.00 0.01 -0.04
H -4.55481 1.45396 3.94301 -0.02 0.00 0.02
N -0.64933 1.70126 -2.12365 0.16 0.23 0.06
P -1.19420 0.48210 -2.81996 -0.23 -0.56 -0.02
N -1.94256 0.60341 -4.39397 0.05 0.12 0.06
C -3.08438 1.52094 -4.37425 -0.06 0.04 -0.05
C -2.66675 2.96241 -4.63904 0.09 0.03 -0.07
C -2.09508 3.09209 -6.06305 0.01 0.02 0.06
C -1.57862 1.73654 -6.56000 0.02 0.03 -0.09
C -0.94698 0.94920 -5.42424 -0.04 -0.10 0.07
N -0.08070 -0.74342 -3.22952 0.22 0.02 -0.21
C 1.31240 -0.55040 -2.86354 0.06 -0.20 0.12
C 1.98984 -1.88735 -2.58144 -0.12 0.04 0.01
C 2.00576 -2.77558 -3.83424 0.00 0.02 -0.04
C 0.84825 -2.40546 -4.77425 0.00 -0.02 0.03
C -0.37666 -1.94472 -3.98822 0.01 -0.03 0.06
N -2.47152 -0.32292 -2.01625 -0.09 0.40 0.28
C -3.21675 -1.47891 -2.43996 -0.02 0.01 -0.05
C -4.72495 -1.22636 -2.35265 -0.01 -0.02 0.03
C -5.11720 -0.76624 -0.95028 0.01 0.01 -0.02
C -4.27457 0.43633 -0.52812 0.01 -0.03 0.04
C -2.78802 0.11630 -0.66549 -0.04 -0.14 -0.07
H -3.55009 1.44652 -3.39290 -0.03 -0.02 0.02
H -3.83402 1.20089 -5.11416 -0.04 0.01 0.02
H -1.90776 3.20563 -3.89022 -0.02 -0.01 -0.01
H -3.51057 3.64336 -4.49517 -0.02 0.00 0.01
H -1.27326 3.81379 -6.06429 -0.02 0.01 -0.01
H -2.85322 3.47252 -6.75562 0.00 0.01 -0.01
H -0.84116 1.87726 -7.35602 -0.03 -0.01 -0.01
H -2.39928 1.15125 -6.98745 0.00 0.00 0.00
H -0.12855 1.54387 -4.99210 0.00 0.01 0.01
H -0.50511 0.02490 -5.80949 0.02 0.04 -0.02
H 1.33734 0.03537 -1.95459 -0.06 -0.01 -0.03
H 1.86959 0.01059 -3.63242 0.03 -0.02 0.01
H 1.41792 -2.36105 -1.77679 0.02 -0.02 -0.03
H 2.99576 -1.71957 -2.19076 0.01 -0.01 -0.02
H 1.92769 -3.82972 -3.54689 0.04 0.02 -0.05
H 2.95555 -2.66663 -4.36633 0.01 -0.01 0.01
H 0.57765 -3.25399 -5.41025 0.02 0.00 -0.01
H 1.15699 -1.59290 -5.43831 0.00 0.00 0.01
H -0.70340 -2.76921 -3.33267 -0.03 0.00 0.02
H -1.20116 -1.74142 -4.67661 0.00 0.01 0.01
H -2.96832 -2.34659 -1.80344 0.02 -0.03 -0.04
H -2.95218 -1.72356 -3.46678 0.00 -0.02 0.00
H -5.26974 -2.13755 -2.62621 0.00 0.00 0.01
H -4.99531 -0.45028 -3.07618 0.02 -0.01 -0.02
H -4.93234 -1.58194 -0.24011 0.00 -0.03 -0.01
H -6.18801 -0.53971 -0.90674 0.00 0.01 0.02
H -4.49951 0.70783 0.50979 0.00 0.04 -0.03
H -4.51035 1.30099 -1.15817 -0.03 0.02 -0.02
H -2.51676 -0.65896 0.06619 -0.01 0.01 -0.01
H -2.17132 0.99020 -0.46780 0.05 0.05 0.00
O 6.17609 4.84669 -1.55321 0.18 0.05 -0.02
C 5.09372 4.36817 -1.27979 0.00 0.07 0.01
N 4.03784 3.90831 -1.00868 -0.23 -0.01 0.13
S 0.51236 6.97140 0.78649 -0.02 -0.02 0.03
C 1.33041 5.43636 0.93461 0.06 0.04 -0.07
N 0.58742 4.39508 0.90855 -0.06 -0.01 -0.04
C -0.74747 4.74051 0.74195 0.01 0.11 0.03
C -1.79610 3.83378 0.61282 0.00 -0.11 0.00
C -3.07186 4.32373 0.43152 -0.03 0.01 0.00
C -3.31546 5.70216 0.37690 0.09 0.03 0.01
C -2.28185 6.61401 0.49066 -0.09 -0.05 -0.01
C -0.99391 6.11641 0.66685 0.08 0.08 0.01
H 2.41068 5.38966 0.98787 0.03 0.02 -0.02
H -1.57960 2.77542 0.63909 -0.02 -0.02 -0.02
H -3.89518 3.63138 0.31118 0.00 -0.02 0.00
H -4.32574 6.06239 0.22698 -0.02 0.00 0.00
H -2.46660 7.67843 0.42866 -0.01 0.02 0.00

---

96
Properties=species:S:1:pos:R:3:forces:R:3 method="wB97M-V/def2-TZVPD" multiplicity=2 total_energy_ev=-63564.2846 homo_lumo_gap_ev="1.65 / 9.70" total_charge=-1 e_lumo_ev="2.25 / 2.22" s2=0.750 homo_ev="0.6 / -7.5" fmax_ha_per_bohr=0.124
C 4.02932 -1.01051 0.97120 0.56 0.55 -0.67
C 3.09388 -0.58720 2.03229 -1.57 1.69 0.50
O 2.64104 0.58434 2.12291 0.69 -2.58 0.07
N 2.72944 -1.64383 2.81204 -0.46 0.37 1.14
C 1.75268 -1.54228 3.93351 0.97 0.32 -1.07
H 5.01815 -1.10947 1.41899 0.17 -0.19 -0.19
H 4.07041 -0.22497 0.21665 0.10 -0.24 -0.02
H 3.69845 -1.94850 0.52532 0.23 0.05 -0.02
H 3.41363 -2.38577 2.85088 -0.33 -0.09 -0.12
H 1.00120 -0.84680 3.55976 -0.24 -0.15 0.39
H 2.22824 -1.13233 4.82451 -0.09 0.07 0.07
H 1.34246 -2.52923 4.14742 -0.08 0.13 -0.15
C -2.31078 -5.00915 1.17150 0.66 0.30 -0.03
C -1.85424 -4.25833 2.42792 1.11 -2.40 -0.11
O -0.89131 -4.66128 3.08511 -0.15 0.21 -0.33
N -2.51234 -3.18238 2.76296 -1.99 1.19 0.40
C -2.16331 -2.28150 3.84419 0.93 0.02 -0.95
H -2.05895 -4.38676 0.31283 -0.01 0.06 -0.14
H -3.36910 -5.25436 1.08243 -0.01 0.07 0.36
H -1.69258 -5.90412 1.10102 -0.24 0.00 0.04
H -3.36554 -2.95705 2.27165 0.27 -0.13 -0.07
H -1.07847 -2.18652 3.79707 -0.01 0.54 -0.12
H -2.31061 -2.62015 4.86972 -0.84 -0.12 -0.16
H -2.66838 -1.37455 3.51184 0.34 0.36 1.11
O 1.73986 2.18126 -3.25853 1.97 0.60 -0.58
C 2.87157 2.53749 -2.96868 -2.62 -0.60 2.19
O 3.67070 3.33027 -3.68367 -0.80 -0.04 -1.76
C 4.92666 3.46885 -3.08777 1.06 -0.24 2.00
C 4.61309 3.30660 -1.56172 1.18 0.54 -2.12
C 3.50955 2.28281 -1.60134 1.22 0.14 0.62
H 5.39604 4.43253 -3.28552 -0.43 0.04 -0.36
H 5.61894 2.68529 -3.39577 -0.13 -0.17 -0.36
H 4.24576 4.30066 -1.30674 0.10 -0.17 0.82
H 5.54037 2.98931 -1.08468 -0.30 0.30 0.51
H 2.98540 2.41956 -0.65547 -1.16 -0.30 -0.63
H 3.95887 1.29063 -1.55918 -0.13 -0.22 -0.27
O 4.72986 -0.93610 -2.42755 -2.24 -0.19 -2.93
C 3.82119 -1.24718 -3.23983 2.64 0.06 3.41
O 3.93960 -1.27629 -4.55089 0.97 0.84 -1.61
C 2.80237 -1.89580 -5.16819 -0.46 -1.71 0.42
C 2.24400 -2.73475 -4.01442 -1.39 0.21 -0.87
C 2.53235 -1.84572 -2.85014 -0.30 -0.27 1.33
H 3.06711 -2.69361 -5.86209 0.82 0.80 -0.62
H 2.10774 -1.21226 -5.65642 0.25 0.39 0.39
H 2.77823 -3.68436 -4.04540 0.09 0.05 0.56
H 1.19044 -2.95899 -4.18120 -0.03 -0.01 0.24
H 2.66769 -2.33058 -1.88334 -0.16 -0.05 -0.09
H 1.80348 -1.04693 -2.71306 -0.30 -0.02 -0.17
O -4.95054 3.04518 -0.74945 1.10 4.32 3.02
C -4.53607 3.99434 0.01256 -0.85 -5.00 -2.98
O -3.46304 3.74315 0.78481 -1.04 -0.82 -1.01
C -3.03340 4.89586 1.42243 2.18 1.28 -0.31
C -3.93478 6.01286 0.99241 -0.02 2.05 3.17
C -4.97739 5.42674 0.17022 -1.30 -0.54 -1.55
H -2.08286 5.23599 1.01145 0.74 -0.90 0.35
H -2.94354 4.69865 2.49067 -0.09 0.19 0.01
H -3.48520 6.93756 0.63063 0.47 -0.53 -0.53
H -4.27405 6.34534 1.97346 -0.92 0.38 -0.04
H -5.00418 5.87857 -0.82136 -0.12 -0.15 -0.14
H -5.98392 5.52042 0.57792 -0.05 -0.34 0.00
O -0.59074 -5.18876 -3.49634 -5.84 2.40 -0.81
C -1.73838 -4.65659 -3.70326 3.06 -1.36 1.06
O -2.93552 -5.08421 -3.08787 2.69 -0.64 0.54
C -4.05348 -4.46366 -3.61136 -2.32 0.75 -1.28
C -3.60733 -3.87442 -4.95304 0.58 0.61 0.80
C -2.14820 -3.46716 -4.59770 0.47 -1.54 -0.71
H -4.62300 -3.76297 -3.00080 1.32 0.95 0.78
H -4.91065 -5.13431 -3.67125 0.53 -1.11 -0.67
H -4.20010 -3.04435 -5.33738 -0.09 -0.14 0.19
H -3.58279 -4.68256 -5.68408 0.08 0.12 -0.16
H -1.93050 -2.53781 -4.07138 -0.54 0.10 0.24
H -1.52955 -3.46223 -5.49512 0.15 -0.03 0.11
O -0.76654 -0.78092 -2.47373 0.19 -0.58 1.90
C -0.77170 -0.38092 -1.30583 -0.68 1.17 -3.76
O -0.58149 -1.11758 -0.22910 -0.08 0.23 -0.95
C -0.76156 -0.26034 0.89405 0.20 -0.71 1.82
C -0.77885 1.19490 0.49007 -0.04 -0.27 -0.28
C -0.98829 1.12316 -1.04240 0.45 -0.59 1.35
H 0.10271 -0.44531 1.53196 -0.30 -0.18 0.28
H -1.68273 -0.56156 1.39287 0.12 -0.08 0.08
H 0.18907 1.55209 0.84171 -0.19 0.74 -0.42
H -1.61219 1.62435 1.04616 0.32 0.56 -0.23
H -0.27777 1.65026 -1.67914 0.11 0.06 0.23
H -1.98095 1.48103 -1.31565 -0.08 -0.42 -0.13
O -1.49800 0.94831 3.68228 0.16 1.08 -0.44
C -0.79519 1.77774 4.24048 -0.72 -3.26 -0.57
O -0.94643 1.87628 5.55291 0.28 0.34 1.36
C 0.00590 2.77104 6.15506 0.24 0.60 -1.91
C 1.05185 3.00800 5.00146 0.13 -0.53 0.89
C 0.45666 2.37285 3.69301 -0.04 1.47 1.94
H 0.53565 2.35695 7.01295 -0.58 -0.30 0.08
H -0.59444 3.64514 6.40735 0.44 0.25 0.23
H 1.86987 2.31714 5.20552 0.26 0.19 0.36
H 1.49535 3.99710 5.11592 -0.35 0.19 -0.83
H 1.15017 1.54794 3.52971 -0.37 0.08 -1.12
H 0.19367 3.01689 2.85388 0.50 -0.08 -0.04

---

54
Properties=species:S:1:pos:R:3:forces:R:3 method="wB97M-V/def2-TZVPD" total_energy_ev=-60228.0960 homo_lumo_gap_ev=7.89 total_charge=0 e_lumo_ev=-0.06 homo_ev=-7.9 relative_energy_kj_mol=65.4 fmax_ha_per_bohr=0.017
O -1.24746 -2.06937 -2.34162 0.03 -0.10 -0.13
C -1.43185 -2.48840 -1.23224 -0.21 -0.33 -0.54
O -2.61761 -2.51082 -0.62609 -0.40 -0.28 0.37
H -3.27972 -2.02741 -1.14410 0.23 0.01 -0.13
C -0.39942 -3.22081 -0.38925 0.16 0.40 0.12
H -0.71303 -3.23237 0.65280 0.01 -0.07 -0.09
H -0.27548 -4.23839 -0.76064 -0.02 0.03 0.01
S 1.22708 -2.42892 -0.53014 0.07 -0.33 -0.07
C 0.66754 -0.80489 -0.33538 -0.18 0.07 0.03
N -0.58422 -0.54251 -0.11132 0.05 -0.26 0.48
C -0.70352 0.82690 -0.07366 -0.09 0.09 -0.15
N -1.77702 1.49345 0.03366 0.63 0.63 -0.04
C -3.01177 0.90951 0.23678 -0.56 -0.38 0.12
C -4.09346 1.38171 -0.50967 0.17 -0.17 0.08
C -5.36103 0.87413 -0.30855 -0.12 -0.12 0.04
C -5.56112 -0.09747 0.65994 0.14 0.05 -0.03
C -4.50560 -0.56159 1.42847 -0.15 0.02 -0.03
C -3.23691 -0.06192 1.21418 0.04 0.20 -0.10
H -2.40685 -0.41508 1.80530 0.06 -0.06 0.04
H -4.67660 -1.31264 2.18367 -0.05 -0.07 0.06
Cl -7.15207 -0.73655 0.91423 -0.19 -0.07 0.04
H -6.19316 1.23154 -0.89505 -0.09 0.01 -0.03
H -3.92134 2.13713 -1.26070 0.03 0.11 -0.04
C 0.66840 1.46904 -0.24940 0.19 0.45 0.08
N 1.47583 0.26126 -0.47210 -0.15 -0.21 -0.12
C 2.88017 0.20115 -0.55125 0.45 -0.06 0.01
C 3.60493 -0.29842 0.52150 0.17 0.07 -0.02
C 4.99153 -0.37341 0.44956 -0.05 0.08 -0.27
C 5.65497 0.05544 -0.69641 -0.06 -0.08 0.17
C 4.92619 0.54398 -1.76534 -0.01 0.07 -0.07
C 3.54473 0.61301 -1.70279 0.01 -0.06 0.08
H 2.97879 0.96550 -2.55077 -0.09 0.02 -0.06
H 5.43503 0.86561 -2.66127 0.04 0.02 -0.07
H 6.73057 -0.00262 -0.74242 0.08 0.00 -0.02
C 5.72120 -0.91067 1.62307 -0.10 -0.18 0.56
O 5.19825 -1.24415 2.65599 -0.05 0.01 -0.08
O 7.04526 -0.99221 1.43259 0.46 0.05 -0.29
H 7.46985 -1.35221 2.22702 -0.31 0.05 -0.01
H 3.10809 -0.63482 1.41891 -0.07 0.00 0.09
C 1.13315 2.18639 1.02591 -0.27 -0.01 0.05
C 0.31607 3.45100 1.26474 0.21 0.14 0.05
C 0.42628 4.39042 0.06934 -0.26 -0.08 0.03
C -0.07843 3.68482 -1.18394 0.18 0.19 -0.08
C 0.73662 2.42262 -1.44549 -0.30 -0.01 0.02
H 0.36750 1.90990 -2.33666 0.08 -0.06 -0.04
H 1.78250 2.69810 -1.60514 0.04 -0.02 -0.03
H -1.12298 3.40768 -1.04237 0.04 0.11 -0.10
H -0.00384 4.34567 -2.04937 -0.03 -0.01 -0.04
H -0.16380 5.28959 0.25100 0.05 0.07 0.00
H 1.46813 4.69288 -0.06820 0.07 0.08 0.00
H -0.73012 3.17700 1.40666 0.03 0.06 0.09
H 0.67253 3.94342 2.17119 -0.04 -0.02 0.04
H 2.19096 2.44152 0.90998 0.04 -0.02 0.01
H 1.03944 1.50898 1.87846 0.07 -0.07 0.00